1.
Density functional theory data (the ωB97M-V functional and the def2-TZVPD basis) for a structure of composition C7H28FN14O7Y.

Last column: Löwdin charge in e.
Cartesian coordinates (Å):
Y1 1.79403 -1.91220 -0.85525  2.02
F1 0.38876 -0.07001 -0.39608  -0.48
C1 -1.04525 -3.92611 -0.88670  -0.71
O1 -0.40235 -2.89192 -0.80755  -0.10
N1 -1.62474 -4.34131 -1.99437  0.22
N2 -1.06761 -4.84281 0.01228  0.23
H1 -1.68059 -3.74402 -2.80692  0.14
H2 -2.06548 -5.24986 -1.97493  0.14
H3 -1.74421 -5.57753 -0.13776  0.14
H4 -0.70111 -4.77312 0.95085  0.14
C2 -2.95406 0.31613 -2.68522  -0.77
O2 -3.87344 0.06828 -3.48062  0.03
N3 -2.97785 0.06535 -1.37245  0.17
N4 -1.79747 0.66364 -3.03756  0.15
H5 -2.07326 0.04778 -0.92357  0.05
H6 -3.79887 -0.35430 -0.96022  0.13
H7 -1.72643 1.05176 -3.96730  0.13
H8 -1.26597 1.01763 -2.25506  0.09
C3 2.90396 3.11304 0.00503  -0.77
O3 3.71747 4.04251 0.20536  0.04
N5 1.94431 3.07182 -0.87302  0.15
N6 2.78890 2.10102 0.77454  0.17
H9 1.36987 2.24272 -0.92520  0.07
H10 2.09667 3.57438 -1.73575  0.12
H11 3.33157 2.15195 1.62484  0.14
H12 2.28191 1.27046 0.50393  0.06
C4 -1.55734 2.73773 1.39555  -0.73
O4 -2.47090 1.94691 1.45139  0.05
N7 -0.32043 2.44513 0.96084  0.14
N8 -1.59651 4.00570 1.71082  0.19
H13 -0.45541 1.59828 0.42725  0.05
H14 0.29628 3.19113 0.67230  0.08
H15 -2.51741 4.39675 1.84910  0.14
H16 -0.77255 4.56001 1.52661  0.12
C5 3.15634 0.60057 -2.81698  -0.76
O5 2.64465 -0.01236 -1.91692  -0.10
N9 4.24573 0.21113 -3.35295  0.23
N10 2.64376 1.52954 -3.50233  0.24
H17 4.60613 0.70136 -4.15911  0.15
H18 4.65514 -0.58834 -2.89106  0.14
H19 2.99692 1.68747 -4.43530  0.15
H20 1.71590 1.88882 -3.32885  0.14
C6 1.33184 -1.33834 2.58634  -0.74
O6 1.35438 -1.96019 1.54514  -0.09
N11 1.54154 -1.91516 3.72903  0.23
N12 0.94251 -0.10889 2.70564  0.22
H21 1.68740 -2.89715 3.54323  0.14
H22 1.67796 -1.35252 4.55663  0.15
H23 0.60840 0.28238 1.83652  0.06
H24 0.72053 0.38690 3.55712  0.15
C7 -2.41686 -1.70602 2.58822  -0.74
O7 -2.55427 -2.93432 2.65085  0.01
N13 -2.75852 -0.83657 3.51263  0.17
N14 -2.03190 -1.00953 1.53908  0.16
H25 -2.42679 0.11739 3.51218  0.10
H26 -3.17439 -1.19174 4.36175  0.13
H27 -1.71946 -1.53475 0.73496  0.07
H28 -1.87147 -0.01640 1.44930  0.05

Output
Total energy   -1714.7220 Eh
Total charge   +2
ΔE to the lowest compared entry with this formula, charge and spin   146.0 kcal per mole
HOMO level   -13.7 eV


2.
Density functional theory data (the ωB97M-V functional and the def2-TZVPD basis) for a cluster of 7 separate species, C7H28N6O7 in total.

Last column: natural (NBO) charge in e.
Cartesian coordinates (Å):
C1 -20.89428 -5.86573 -14.92104  0.76
O1 -21.41613 -5.74446 -16.17956  -0.70
N1 -19.69061 -6.28849 -14.62204  -0.90
N2 -21.52657 -5.50299 -13.82050  -0.88
H1 -19.12109 -6.70493 -15.40092  0.46
H2 -19.39033 -6.47117 -13.60896  0.42
H3 -22.47985 -5.16722 -14.03238  0.44
H4 -21.26318 -5.95791 -12.89011  0.43
C2 -19.01747 -3.41119 -12.52445  0.74
O2 -18.37040 -2.44506 -11.80233  -0.74
N3 -18.45756 -4.22758 -13.32386  -0.87
N4 -20.27073 -3.61488 -12.43319  -0.86
H5 -17.46850 -4.13745 -13.44516  0.42
H6 -18.95547 -4.86281 -13.99047  0.42
H7 -20.90231 -3.00940 -11.85542  0.42
H8 -20.70259 -4.33363 -13.06953  0.41
C3 -19.79015 -6.91845 -11.25780  0.76
O3 -20.21600 -8.15453 -10.81184  -0.74
N5 -18.88144 -6.62740 -12.06990  -0.87
N6 -20.57079 -5.92556 -11.02522  -0.84
H9 -18.18236 -7.33837 -12.25283  0.45
H10 -18.56754 -5.69189 -12.16321  0.42
H11 -21.30303 -6.11580 -10.26950  0.43
H12 -20.40034 -5.00417 -11.31569  0.40
C4 -17.69915 -4.30906 -17.13758  -0.23
O4 -16.44038 -4.17664 -17.65880  -0.71
H13 -18.09574 -3.34968 -17.00973  0.19
H14 -17.69777 -4.76845 -16.12587  0.13
H15 -18.27909 -4.90819 -17.78363  0.17
H16 -16.11926 -5.03305 -17.96205  0.45
C5 -19.15009 -10.11136 -13.42767  -0.26
O5 -17.92988 -10.79732 -13.68386  -0.75
H17 -19.23225 -9.37231 -14.17502  0.16
H18 -19.03006 -9.57775 -12.48556  0.20
H19 -20.02013 -10.80581 -13.40219  0.18
H20 -17.98604 -11.61925 -13.15937  0.47
C6 -16.10913 -6.91446 -13.13156  -0.28
O6 -16.58145 -8.19113 -12.63522  -0.74
H21 -15.10474 -7.08395 -13.52894  0.19
H22 -16.15146 -6.13344 -12.38507  0.19
H23 -16.70421 -6.61740 -14.00609  0.17
H24 -16.43850 -8.83679 -13.31838  0.49
C7 -17.40871 -8.79935 -16.35995  -0.24
O7 -17.54797 -7.33128 -16.36776  -0.77
H25 -17.02292 -9.21291 -17.26067  0.19
H26 -18.35109 -9.27607 -16.13540  0.20
H27 -16.69540 -8.95022 -15.53300  0.16
H28 -16.85205 -6.91641 -16.89449  0.48

Output
Total energy   -1138.5975 Eh
SMILES string   NC(N)=O.NC(N)=O.NC(N)=O.CO.CO.CO.CO
ΔE to the lowest compared entry with this formula, charge and spin   123.9 kcal per mole
HOMO level   -9.4 eV


3.
Density functional theory data (the ωB97M-V functional and the def2-TZVPD basis) for a cluster of 11 separate species, C7H29NO10 in total.

Last column: natural (NBO) charge in e.
Cartesian coordinates (Å):
C1 1.83199 -0.30633 -3.00222  -0.42
N1 0.76871 -0.02913 -2.07188  -0.66
C2 0.40793 -0.97646 -1.07955  0.16
C3 0.19265 -2.32950 -1.32689  -0.29
C4 -0.77190 -3.02670 -0.58508  -0.19
C5 -1.31135 -2.53598 0.57139  -0.28
C6 -0.87017 -1.27075 0.96071  -0.20
C7 -0.11670 -0.44384 0.12655  -0.34
H1 2.49175 0.59181 -3.10045  0.20
H2 1.51063 -0.58465 -3.97594  0.19
H3 2.39319 -1.18294 -2.69318  0.19
H4 0.81905 0.95024 -1.73520  0.42
H5 0.59135 -2.80871 -2.21413  0.22
H6 -1.02445 -4.00260 -0.94663  0.21
H7 -1.98618 -3.10089 1.17347  0.23
H8 -1.22178 -0.83024 1.95181  0.26
H9 -0.25383 0.62894 0.27549  0.23
H10 0.93550 2.97328 -2.40231  0.48
H11 -0.19864 2.79669 -1.32003  0.51
O1 0.77839 2.62871 -1.51302  -0.99
H12 -2.09816 -0.50031 -1.78296  0.48
H13 -3.00369 -1.60889 -2.24428  0.50
O2 -2.97529 -0.65332 -2.11793  -0.97
H14 2.98389 -0.24594 0.44386  0.50
H15 2.60721 1.10890 0.70912  0.49
O3 2.95012 0.35001 1.21155  -0.97
H16 4.05930 -1.28573 2.04608  0.47
H17 3.14969 -2.44842 1.55652  0.49
O4 3.96040 -1.99269 1.36780  -0.96
H18 -0.03448 0.49227 3.80726  0.48
H19 -0.37693 -0.78805 4.43470  0.47
O5 -0.82171 0.03565 4.14667  -0.98
H20 0.79010 2.21950 3.25878  0.49
H21 1.55634 1.01660 2.52238  0.49
O6 1.36760 1.47105 3.34055  -0.95
H22 -1.76999 3.08643 -0.29927  0.48
H23 -2.26863 3.39341 -1.68456  0.50
O7 -1.59640 3.72914 -0.96221  -0.98
H24 -3.47486 1.57215 0.32233  0.49
H25 -2.80824 0.89248 -0.71925  0.46
O8 -2.50741 1.41062 0.05846  -0.93
H26 2.28892 -0.88681 2.54705  0.47
H27 0.98534 -1.19837 1.94482  0.48
O9 1.53849 -1.51058 2.66143  -0.97
H28 -2.44472 2.14270 -3.46311  0.50
H29 -3.03275 1.51522 -2.10200  0.48
O10 -3.01132 2.28215 -2.69514  -0.94

Output
Total energy   -1091.2242 Eh
SMILES string   CNc1ccccc1.O.O.O.O.O.O.O.O.O.O
ΔE to the lowest compared entry with this formula, charge and spin   78.6 kcal per mole
HOMO level   -8.3 eV


4.
Density functional theory data (the ωB97M-V functional and the def2-TZVPD basis) for a cluster of 8 separate species, C7H2Cl28NO5S2 in total.

Last column: natural (NBO) charge in e.
Cartesian coordinates (Å):
O1 1.46349 -0.09590 -1.82264  -1.01
S1 1.11543 1.20686 -1.34783  2.14
O2 2.15716 2.16574 -1.52109  -0.99
N1 -0.21067 1.74410 -2.11943  -1.20
S2 -1.41175 1.85661 -1.08160  2.48
O3 -2.49930 2.54206 -1.65575  -0.98
O4 -1.01026 2.49269 0.12269  -1.01
O5 -1.84129 0.36586 -0.67459  -0.90
H1 0.85882 1.06909 -0.02569  -0.02
H2 -2.24356 -0.08175 -1.43405  0.48
C1 -4.49193 -2.96379 -2.52528  -0.22
Cl1 -4.10551 -4.43375 -1.62906  0.06
Cl2 -4.11417 -3.19531 -4.23325  0.06
Cl3 -6.20879 -2.59506 -2.34279  0.05
Cl4 -3.53856 -1.62155 -1.88302  0.05
C2 -0.79294 6.50445 -0.31237  -0.23
Cl5 -2.48188 6.17849 0.09424  0.05
Cl6 -0.15013 5.18225 -1.25807  0.12
Cl7 -0.69779 8.01607 -1.24029  0.02
Cl8 0.14281 6.68289 1.18105  0.03
C3 3.06505 -3.05865 -0.68082  -0.22
Cl9 4.09962 -4.45130 -0.29039  0.03
Cl10 1.76590 -3.57919 -1.75292  0.06
Cl11 2.37414 -2.41047 0.80847  0.06
Cl12 4.02720 -1.82534 -1.47283  0.09
C4 7.46846 -5.50742 -3.22266  -0.23
Cl13 8.89539 -6.15449 -2.39763  0.04
Cl14 6.89173 -6.68883 -4.40635  0.04
Cl15 6.19628 -5.17989 -2.04381  0.07
Cl16 7.89948 -4.00951 -4.05096  0.06
C5 6.10482 1.53921 -0.79406  -0.23
Cl17 7.13662 0.09808 -0.70873  0.03
Cl18 5.21531 1.54616 -2.31066  0.09
Cl19 4.97145 1.52152 0.55465  0.07
Cl20 7.11701 2.99009 -0.69514  0.03
C6 -4.29780 0.56528 2.26908  -0.22
Cl21 -2.92873 -0.11295 3.15622  0.05
Cl22 -4.71899 -0.50958 0.93277  0.05
Cl23 -5.68558 0.71981 3.36436  0.02
Cl24 -3.86348 2.14259 1.63268  0.10
C7 -6.29460 0.26695 7.53363  -0.23
Cl25 -5.62183 -1.14546 6.71984  0.07
Cl26 -7.17547 1.25476 6.36616  0.06
Cl27 -7.39821 -0.25753 8.81232  0.05
Cl28 -4.98663 1.21879 8.23976  0.06

Output
Total energy   -14380.5959 Eh
Total charge   -1
HOMO level   -6.1 eV


5.
Density functional theory data (the ωB97M-V functional and the def2-TZVPD basis) for a structure of composition C7H2Cl5I2OSn.

Last column: natural (NBO) charge in e.
Cartesian coordinates (Å):
Sn1 0.29425 1.79966 -0.11443  1.34
I1 0.27325 4.19914 1.70289  0.22
C1 0.27697 5.79122 0.18680  -0.64
I2 -0.19329 5.19062 -1.79796  0.23
H1 1.28653 6.16323 0.16460  0.24
H2 -0.32474 6.55882 0.51476  0.22
Cl1 0.70085 -5.47984 -0.17282  0.10
C2 0.26006 -3.82662 -0.09389  -0.09
C3 1.19572 -2.77406 0.00566  -0.06
Cl2 2.91051 -2.92288 -0.26719  0.07
C4 0.79317 -1.42910 0.17818  -0.11
Cl3 2.03874 -0.22730 0.64473  0.04
C5 -0.53912 -1.07270 -0.04031  0.26
O1 -1.07081 0.16289 0.07409  -0.87
C6 -1.46008 -2.16763 -0.13296  -0.11
Cl4 -3.07704 -1.71443 -0.16228  0.10
C7 -1.11041 -3.52918 -0.20279  -0.08
Cl5 -2.25457 -4.72183 -0.48710  0.14

Output
Total energy   -3453.5477 Eh
Total charge   +1
ΔE to the lowest compared entry with this formula, charge and spin   18.1 kcal per mole
HOMO level   -11.5 eV